Here is 2 unconnected molecules or ions with the total composition C3H4S2 from the Open Molecules 2025 dataset. Energies are from ωB97M-V with the def2-TZVPD basis set.

XYZ file:
```
9
Properties=species:S:1:pos:R:3:mulliken_charge:R:1
C -2.39011 0.18152 -0.06378 0.279
C -1.84928 1.34950 0.10931 -0.509
C 2.62524 -0.84899 -0.11799 -0.304
S -2.70430 -1.34296 -0.06890 -0.285
S 1.94204 -2.30812 0.01724 -0.168
H -2.32467 2.31010 0.05974 0.258
H -0.89356 1.31176 0.46770 0.255
H 1.94493 -0.02337 -0.29369 0.200
H 3.64971 -0.62944 -0.10963 0.274
```

- Orbital gap: 8.144 eV
- Relative energy (zero: lowest compared OMol25 entry of this formula, charge and spin): 2.305 eV
- Total charge: 0
- Lowest unoccupied orbital energy: -0.018 Eh
- HOMO level: -8.6 eV

Here is a molecular structure, C25H16MnN10 from the Open Molecules 2025 dataset. Energies are from ωB97M-V with the def2-TZVPD basis set.

XYZ file:
```
52
Properties=species:S:1:pos:R:3:mulliken_charge:R:1
Mn -0.42773 -0.30827 0.12425 0.586
C -4.63579 0.51694 1.06389 -0.826
C -4.89703 1.67175 0.32210 -0.294
C -3.84658 2.41345 -0.15144 -0.501
C -2.51967 2.00566 0.09935 0.372
N -2.27766 0.82977 0.72722 -0.364
C -3.32595 0.14242 1.22064 -0.356
N -1.55846 2.92923 -0.23828 -0.605
C -0.28193 2.72332 -0.17512 0.123
N 0.39827 1.56248 0.01571 -0.074
C 1.74682 1.81379 0.06380 -0.159
N 2.72423 1.00281 0.24977 -0.600
C 2.60932 -0.34105 0.57316 0.508
C 3.77125 -1.10330 0.37734 -0.375
C 3.80464 -2.42072 0.76802 -0.421
C 2.68919 -2.96763 1.39892 -0.768
C 1.58042 -2.16890 1.53762 -0.295
N 1.50163 -0.89755 1.11177 -0.465
C 1.95495 3.26874 -0.15707 0.378
C 3.10063 4.03657 -0.19715 -0.176
C 2.94169 5.40323 -0.40857 -0.601
C 1.67821 5.96810 -0.56484 -0.597
C 0.52766 5.18593 -0.51408 -0.133
C 0.69764 3.83128 -0.31266 0.191
H -5.42907 -0.07830 1.49204 0.412
H -5.91519 1.99173 0.14078 0.412
H -3.99178 3.34009 -0.68614 0.456
H -3.07648 -0.76838 1.75020 0.532
H 4.62135 -0.62122 -0.08106 0.462
H 4.68930 -3.01819 0.59244 0.402
H 2.66812 -3.99277 1.73851 0.375
H 0.68735 -2.55256 2.01628 0.737
H 4.07717 3.58914 -0.07137 0.527
H 3.81475 6.04163 -0.45127 0.397
H 1.59158 7.03489 -0.72612 0.393
H -0.45942 5.61223 -0.62985 0.518
N -1.73708 -3.38452 0.80569 -0.325
C -2.72950 -4.16643 0.35424 -0.207
C -3.34992 -3.48432 -0.66606 -1.018
C -2.62680 -2.29325 -0.78205 -0.319
N -1.64267 -2.24017 0.10942 0.714
H -0.98721 -3.66383 1.41416 0.172
H -2.88989 -5.14926 0.76248 0.462
H -4.18386 -3.81188 -1.25999 0.434
H -2.76767 -1.47843 -1.47489 0.486
N 0.28031 -1.06565 -1.78977 -0.660
C 0.94322 -2.01804 -1.87092 0.754
C 1.65919 -3.19685 -1.75974 -0.055
C 2.98440 -3.29732 -2.24129 0.211
N 4.07070 -3.38727 -2.61888 -0.579
C 1.11408 -4.15796 -0.88130 0.360
N 0.62926 -4.88116 -0.11990 -0.601
```

- Orbital gap (spin up / spin down): 7.244 / 7.381 eV
- Relative energy (zero: lowest compared OMol25 entry of this formula, charge and spin): 0.348 eV
- Total charge: 0
- <S²>: 8.754
- Multiplicity: 6
- Lowest unoccupied orbital energy (spin up / spin down): -0.028 / -0.028 Eh
- HOMO level (spin up / spin down): -8.0 / -8.2 eV

Here is 4 unconnected molecules or ions with the total composition C5H16IO5 from the Open Molecules 2025 dataset. Energies are from ωB97M-V with the def2-TZVPD basis set.

XYZ file:
```
27
Properties=species:S:1:pos:R:3:mulliken_charge:R:1
I -12.34721 13.91396 8.37237 -0.616
C -10.95702 12.94387 4.66488 -0.266
O -11.61695 11.95047 5.43315 -0.492
H -11.66815 13.44247 4.00556 0.213
H -10.54767 13.73379 5.30875 0.010
H -10.09537 12.44418 4.23083 0.234
H -12.11884 12.41600 6.12719 0.164
C -10.53566 17.20654 6.13678 -0.224
C -9.84238 18.52417 6.46618 -0.455
O -9.01855 18.41904 7.60813 -0.531
O -11.68431 17.03188 6.93467 -0.426
H -9.77839 16.42397 6.23838 0.252
H -10.87665 17.18144 5.09603 0.243
H -10.63192 19.28182 6.53746 0.270
H -9.20103 18.82402 5.63515 0.314
H -9.59596 18.39760 8.38024 0.308
H -11.62295 16.13738 7.34226 0.094
C -12.68247 12.83007 12.26625 -0.089
C -13.65592 13.99954 12.11433 -0.417
O -12.95644 15.19061 11.86226 -0.537
O -13.23048 11.83102 13.11902 -0.535
H -11.72917 13.27493 12.57408 0.251
H -12.49963 12.39441 11.28014 0.146
H -14.33529 14.16001 12.95480 0.331
H -14.35144 13.74172 11.30302 0.241
H -12.69782 15.21206 10.92872 0.223
H -12.64705 11.06905 13.10332 0.295
```

- Orbital gap: 7.847 eV
- Relative energy (zero: lowest compared OMol25 entry of this formula, charge and spin): 0.455 eV
- Total charge: -1
- Lowest unoccupied orbital energy: 0.116 Eh
- HOMO level: -4.7 eV

Here is 3 unconnected molecules or ions with the total composition C23H49BBrN4O2 from the Open Molecules 2025 dataset. Energies are from ωB97M-V with the def2-TZVPD basis set.

XYZ file:
```
80
Properties=species:S:1:pos:R:3:mulliken_charge:R:1
C -0.18177 -6.90041 2.11732 -0.708
C 0.07623 -6.24524 0.98474 -0.378
C 1.37032 -5.48634 0.78479 -0.211
C 1.08056 -4.09058 0.35644 0.421
N -0.02363 -3.40461 0.57397 -0.725
C 0.18181 -2.18783 0.02801 0.276
N -0.74433 -1.23706 0.04015 0.188
C -0.68053 0.09719 -0.55512 -0.696
O -1.96429 0.58294 -0.71791 -0.448
C -2.71092 -0.04335 -1.76905 0.174
C -4.00689 -0.64635 -1.20846 -0.346
C -5.17882 0.33575 -1.30541 -1.165
N 1.41165 -2.08117 -0.51664 0.532
B 2.23030 -0.98299 -1.20947 0.496
O 2.06531 -0.92554 -2.54085 -0.505
C 3.19475 -0.10248 -0.35244 -0.226
C 2.52388 0.46384 0.91999 -1.062
N 1.97112 -3.33836 -0.31302 -0.502
Br 3.65629 -3.74268 -0.88600 0.112
H -1.17824 -6.92939 2.54131 0.264
H 0.62137 -7.39783 2.65364 0.280
H -0.60007 -6.27614 0.13637 0.376
H 2.05852 -5.94490 0.06676 0.344
H 1.89779 -5.43066 1.73995 0.185
H -1.60374 -1.46861 0.51696 0.301
H -0.16943 0.05292 -1.52562 0.709
H -0.17238 0.80036 0.10324 -0.091
H -2.95158 0.70511 -2.52673 -0.190
H -2.14571 -0.83662 -2.26857 0.267
H -3.81768 -0.82746 -0.14701 0.177
H -4.24312 -1.58457 -1.70947 0.390
H -6.13563 -0.14065 -1.10693 0.404
H -5.02189 1.16444 -0.61358 0.313
H -5.19745 0.78223 -2.30184 0.228
H 2.39896 -0.09462 -2.89937 0.353
H 3.97562 -0.79549 -0.01841 0.220
H 3.60357 0.70414 -0.96035 0.350
H 1.88075 -0.26775 1.41352 0.214
H 3.29587 0.72176 1.64339 0.396
H 1.94875 1.36332 0.71008 0.293
C -3.48850 3.60974 -3.30236 -1.137
C -3.24413 3.05984 -4.70466 -0.210
C -2.00845 3.64895 -5.38321 -0.772
C -2.06075 5.16070 -5.61218 -0.734
C -3.25148 5.64325 -6.43914 -0.357
C -3.27468 5.08238 -7.85747 -1.204
H -3.66946 4.68464 -3.31326 0.438
H -4.36253 3.13728 -2.85036 0.260
H -2.63032 3.41580 -2.65288 0.212
H -4.13013 3.22612 -5.32211 0.299
H -3.11803 1.97357 -4.64490 0.249
H -1.85352 3.14015 -6.33845 0.361
H -1.12594 3.41999 -4.77491 0.314
H -1.13560 5.46733 -6.10997 0.394
H -2.06534 5.67727 -4.64831 0.303
H -3.21489 6.73396 -6.49024 0.385
H -4.18831 5.39583 -5.93215 0.239
H -2.36518 5.35313 -8.39769 0.301
H -4.12344 5.47642 -8.41696 0.378
H -3.35917 3.99430 -7.86248 0.282
C 1.87222 0.30712 7.71072 -1.176
C 3.18246 -0.46806 7.61443 -0.398
C 4.08520 -0.00067 6.47364 -0.895
C 3.48736 -0.16282 5.07547 -0.544
C 3.07285 -1.58765 4.70830 0.164
C 4.23569 -2.57494 4.68652 -1.250
H 1.26249 0.18936 6.81296 0.270
H 1.27726 -0.03977 8.55598 0.378
H 2.06083 1.37295 7.85421 0.297
H 2.96972 -1.53635 7.51536 0.233
H 3.72975 -0.35531 8.55296 0.375
H 5.03507 -0.53925 6.52966 0.343
H 4.33155 1.05450 6.62360 0.399
H 4.21904 0.19203 4.34077 0.342
H 2.61778 0.49301 4.97322 0.334
H 2.60790 -1.56712 3.71557 -0.136
H 2.30198 -1.94446 5.39604 0.282
H 5.00300 -2.25906 3.97539 0.293
H 3.89815 -3.57123 4.39413 0.360
H 4.70419 -2.66729 5.66640 0.319
```

- Orbital gap: 8.183 eV
- Total charge: +1
- Lowest unoccupied orbital energy: -0.140 Eh
- HOMO level: -12.0 eV

Here is a molecular structure, C5H7N from the Open Molecules 2025 dataset. Energies are from ωB97M-V with the def2-TZVPD basis set.

XYZ file:
```
13
Properties=species:S:1:pos:R:3:mulliken_charge:R:1
C 1.27455 0.48938 0.22301 -0.629
C 0.69984 -0.77207 0.10009 -0.189
C -0.31959 0.84262 0.53832 -0.299
C -0.99071 0.49056 -0.84993 -0.598
C -0.38196 -0.56748 -1.20410 -0.195
H 1.73987 0.58932 1.24355 0.265
H 1.52761 0.81160 -0.64036 0.461
H 1.25508 -1.74919 0.00671 0.420
H -1.39727 -0.94254 1.06430 0.306
H -0.63761 1.70012 1.01679 0.495
H -1.51394 1.16356 -1.53010 0.307
H -0.11348 -1.49813 -1.99431 0.240
N -0.36472 -0.42468 1.14129 -0.584
```

- Orbital gap: 9.601 eV
- Relative energy (zero: lowest compared OMol25 entry of this formula, charge and spin): 5.543 eV
- Total charge: 0
- Lowest unoccupied orbital energy: 0.043 Eh
- HOMO level: -8.4 eV

Here is 2 unconnected molecules or ions with the total composition C3H9NO2 from the Open Molecules 2025 dataset. Energies are from ωB97M-V with the def2-TZVPD basis set.

XYZ file:
```
15
Properties=species:S:1:pos:R:3:mulliken_charge:R:1
C 0.68291 1.40505 -0.10658 -0.966
C 2.06762 1.17541 -0.48285 0.833
O 3.13014 1.20442 0.03293 -0.218
N 2.23864 0.56244 -1.74834 -0.154
H 0.25873 2.03462 -0.90787 0.376
H 0.57365 1.70827 0.87499 0.374
H 3.19251 0.30281 -1.79210 0.291
H 1.53355 0.23234 -2.23748 0.220
H 0.02985 0.35968 0.08030 0.252
C -2.52755 -1.20863 0.84905 -0.453
O -1.81632 -1.78129 2.02025 -0.501
H -1.15901 -2.51855 1.61283 0.334
H -2.51202 -0.11862 0.93381 0.145
H -2.06242 -1.82037 -0.03020 0.240
H -3.63028 -1.53758 0.90127 0.226
```

- Orbital gap (spin up / spin down): 8.287 / 3.224 eV
- Relative energy (zero: lowest compared OMol25 entry of this formula, charge and spin): 3.445 eV
- Total charge: +1
- <S²>: 0.770
- Multiplicity: 2
- Lowest unoccupied orbital energy (spin up / spin down): -0.179 / -0.365 Eh
- HOMO level (spin up / spin down): -13.2 / -13.2 eV

| no. | largest force on an atom (eV/A) | DFT total energy (eV) |
| --- | --- | --- |
| 1 | 2.671 | -24843.33597 |
| 2 | 0.402 | -72407.26621 |
| 3 | 1.220 | -23784.35172 |
| 4 | 1.314 | -105413.85590 |
| 5 | 8.652 | -6782.96998 |
| 6 | 6.429 | -8830.06599 |